Entry from OMol25: an isolated molecule of C17H16N6O5S in a non-equilibrium geometry (ωB97M-V with the def2-TZVPD basis set).

Its HOMO energy is -8.58 eV. The calculation puts the energy at -1760.230623 hartree. For the gap between HOMO and LUMO, the calculation gives 7.8747 eV. As for the energy above the lowest of the compared OMol25 structures with the same formula, charge and spin: 0.126 eV. As for the SMILES: O=C(Nc1cc(SC[C@@H](O)CO)cc([N+](=O)[O-])c1)c1ccc(-n2cnnn2)cc1. The lowest unoccupied orbital energy comes out at -0.70 eV.

Last column: Löwdin charge in e.
Geometry (Å):
1 C 5.24427 -0.94794 -1.27888  -0.407
2 O 4.00397 3.44360 0.41465  0.080
3 H 4.48997 1.48469 -2.01539  0.082
4 N -7.10487 -0.66217 1.55413  -0.052
5 C -8.01020 -1.56417 2.02214  -0.123
6 N -7.79935 0.46364 1.31097  0.046
7 H 5.70012 -0.23358 -0.59498  0.081
8 H -7.79922 -2.57024 2.31010  0.117
9 C 4.93190 -0.30619 -2.63382  -0.425
10 C -3.71721 0.25061 0.50600  -0.015
11 N 2.87716 3.21566 0.80674  -0.357
12 H -3.23530 1.08092 0.01089  0.117
13 C -1.52876 -1.03884 0.63027  -0.409
14 O 2.14718 4.03194 1.32404  0.091
15 C -5.02288 -1.90666 1.68467  0.005
16 H -5.52117 -2.74645 2.14202  0.108
17 N -9.00399 0.24756 1.60924  -0.039
18 H 4.41189 -1.03094 -3.26814  0.147
19 S 3.79041 -1.73138 -0.50206  0.988
20 C 2.37271 1.88100 0.62023  -0.145
21 H 6.92280 -0.75587 -3.37641  0.125
22 H 1.03953 -1.64234 -0.05444  0.099
23 C 1.41107 -0.65115 0.14659  -0.017
24 H 6.03631 0.45369 -4.33375  0.127
25 C -3.66522 -1.96217 1.44348  0.002
26 C -5.73003 -0.76254 1.32981  -0.185
27 C 3.26497 0.87903 0.27134  -0.030
28 N -0.83192 0.13746 0.71499  0.140
29 C -2.99567 -0.88405 0.86987  -0.131
30 C -5.07761 0.31203 0.73181  0.001
31 O 4.06072 0.79283 -2.53720  -0.025
32 N -9.18206 -0.99382 2.05225  0.023
33 H -1.35387 0.95912 0.98724  0.135
34 O 6.94038 1.08989 -2.58111  -0.047
35 H 5.93611 -1.77680 -1.42261  0.084
36 H 0.36261 2.45406 1.04428  0.124
37 C 2.77159 -0.38766 -0.00097  -0.500
38 O -1.02940 -2.11799 0.40446  0.094
39 H 4.31530 1.11601 0.23302  0.109
40 H -3.09858 -2.84454 1.69785  0.124
41 C 1.01678 1.64031 0.77035  0.064
42 H 6.52410 1.94711 -2.72697  0.093
43 C 6.25522 0.10561 -3.31776  -0.215
44 C 0.53350 0.35073 0.54942  -0.192
45 H -5.65322 1.18000 0.45164  0.108